Entry 1:
{"formula": "C93H109N19O31", "method": "the ωB97M-V functional and the def2-TZVPD basis", "symbols": ["C", "O", "N", "C", "C", "H", "H", "H", "H", "H", "H", "H", "C", "O", "N", "C", "C", "H", "H", "H", "H", "H", "H", "H", "C", "O", "N", "C", "C", "H", "H", "H", "H", "H", "H", "H", "C", "O", "N", "C", "C", "H", "H", "H", "H", "H", "H", "H", "C", "O", "N", "C", "C", "H", "H", "H", "H", "H", "H", "H", "C", "O", "N", "C", "C", "H", "H", "H", "H", "H", "H", "H", "C", "O", "N", "C", "C", "H", "H", "H", "H", "H", "H", "H", "C", "C", "C", "C", "C", "C", "N", "O", "O", "H", "H", "H", "H", "H", "C", "C", "C", "C", "C", "C", "N", "O", "O", "H", "H", "H", "H", "H", "C", "C", "C", "C", "C", "C", "N", "O", "O", "H", "H", "H", "H", "H", "C", "C", "C", "C", "C", "C", "N", "O", "O", "H", "H", "H", "H", "H", "C", "C", "C", "C", "C", "C", "N", "O", "O", "H", "H", "H", "H", "H", "C", "C", "C", "C", "C", "C", "N", "O", "O", "H", "H", "H", "H", "H", "C", "C", "C", "C", "C", "C", "N", "O", "O", "H", "H", "H", "H", "H", "C", "C", "C", "C", "C", "C", "N", "O", "O", "H", "H", "H", "H", "H", "C", "C", "C", "C", "C", "C", "N", "O", "O", "H", "H", "H", "H", "H", "C", "C", "C", "C", "C", "C", "N", "O", "O", "H", "H", "H", "H", "H", "C", "C", "C", "C", "C", "C", "N", "O", "O", "H", "H", "H", "H", "H", "C", "C", "C", "C", "C", "C", "N", "O", "O", "H", "H", "H", "H", "H"], "positions_angstrom": [[-9.68900, -7.57909, 35.02603], [-8.84979, -7.47980, 35.90538], [-9.41309, -7.71741, 33.72300], [-10.36535, -7.67444, 32.61758], [-8.02126, -7.77716, 33.22944], [-10.75025, -7.62614, 35.31540], [-10.41424, -6.70259, 32.12645], [-11.39661, -7.95826, 32.82742], [-10.01418, -8.38560, 31.86989], [-7.81567, -6.84892, 32.69633], [-7.39259, -7.74827, 34.11941], [-7.78464, -8.66185, 32.63831], [-4.74207, -10.46903, 33.61609], [-4.84604, -11.62187, 33.17359], [-4.77723, -9.32251, 32.90116], [-4.35269, -8.02424, 33.31748], [-5.18446, -9.32816, 31.46961], [-4.36192, -10.26751, 34.62954], [-4.21354, -7.90901, 34.39241], [-5.06573, -7.25426, 33.02283], [-3.45416, -7.69694, 32.79441], [-5.96702, -8.57229, 31.53559], [-4.38331, -9.08983, 30.76999], [-5.53158, -10.32075, 31.18259], [-11.19558, -5.76067, 29.35032], [-10.81166, -6.86046, 29.64385], [-12.29313, -5.20458, 29.88085], [-12.61071, -3.76907, 29.59120], [-13.00236, -5.91410, 30.98493], [-10.82242, -5.11834, 28.53768], [-12.32842, -3.46356, 28.58369], [-12.18470, -3.08912, 30.32894], [-13.69472, -3.69889, 29.50114], [-14.06291, -5.70003, 30.85259], [-12.85866, -6.99333, 30.93288], [-12.65643, -5.42907, 31.89771], [-13.95858, -7.73515, 35.13957], [-13.23658, -7.38291, 34.23958], [-15.24034, -7.41665, 35.20849], [-16.09183, -7.93091, 36.26982], [-15.95515, -6.83839, 34.07986], [-13.56901, -8.26518, 36.02246], [-16.66044, -7.20783, 36.85456], [-15.51776, -8.43879, 37.04479], [-16.78887, -8.72948, 36.01581], [-15.30085, -6.05326, 33.70096], [-16.08273, -7.55674, 33.27005], [-16.85030, -6.32251, 34.42724], [-6.02780, -14.04991, 39.72547], [-6.98452, -14.77993, 40.01732], [-4.75433, -14.44512, 39.78262], [-3.62536, -13.53526, 39.54679], [-4.51313, -15.85410, 40.19220], [-6.13177, -12.99628, 39.42335], [-2.85601, -13.53965, 40.31891], [-3.93018, -12.50985, 39.33764], [-3.09395, -13.76899, 38.62426], [-3.94473, -16.39476, 39.43542], [-3.89486, -16.00684, 41.07680], [-5.43471, -16.41246, 40.35656], [-10.63055, -6.00869, 40.85742], [-11.03835, -6.79844, 41.71612], [-10.24072, -6.49360, 39.58349], [-9.83998, -5.52893, 38.60858], [-10.41566, -7.88273, 39.23367], [-10.56240, -4.91057, 40.89851], [-10.70143, -4.97599, 38.23407], [-9.27770, -5.85838, 37.73484], [-9.21500, -4.75898, 39.06099], [-10.30613, -8.54595, 40.09171], [-11.33908, -7.98665, 38.66392], [-9.60728, -8.24218, 38.59696], [-17.08739, -14.04405, 38.75987], [-18.27662, -14.44529, 38.93567], [-16.03778, -14.90287, 38.38713], [-14.65142, -14.46597, 38.26686], [-16.24615, -16.29948, 37.93325], [-16.87795, -12.96373, 38.79500], [-14.37382, -14.31285, 37.22398], [-13.95816, -15.19864, 38.67999], [-14.40699, -13.50982, 38.72959], [-15.82295, -16.58544, 36.97033], [-15.66490, -16.93594, 38.60046], [-17.29108, -16.59939, 38.01253], [-7.64341, -17.11620, 37.35889], [-9.02681, -17.02446, 37.30183], [-9.72285, -17.81303, 36.40138], [-9.04479, -18.47443, 35.34691], [-7.68533, -18.60213, 35.39438], [-6.96903, -17.92539, 36.42294], [-9.73062, -18.93236, 34.08873], [-10.92160, -18.72246, 33.94940], [-9.05643, -19.44913, 33.16273], [-7.00154, -16.66001, 38.09800], [-9.61998, -16.48751, 38.02725], [-10.79669, -17.72088, 36.33222], [-7.07230, -19.01242, 34.60555], [-5.90026, -18.01524, 36.54963], [-9.05748, -9.77452, 29.03754], [-10.39120, -10.03380, 28.66219], [-10.66139, -11.23014, 27.95397], [-9.67641, -12.21095, 27.78469], [-8.46669, -12.02715, 28.36530], [-8.08460, -10.76168, 28.85732], [-10.10299, -13.45776, 27.10111], [-9.49324, -14.49925, 27.36822], [-10.85507, -13.33407, 26.11966], [-8.79460, -8.84081, 29.51238], [-11.09639, -9.27459, 28.96665], [-11.63315, -11.47159, 27.54927], [-7.69552, -12.77445, 28.25026], [-7.06526, -10.65048, 29.19641], [-10.43758, -13.87424, 40.71049], [-9.72435, -13.68799, 41.93131], [-10.35246, -13.05703, 43.04277], [-11.61265, -12.46009, 42.91199], [-12.26026, -12.54721, 41.69238], [-11.64961, -13.23757, 40.59515], [-12.21550, -11.71884, 44.05009], [-13.20403, -11.01727, 43.76678], [-11.76138, -11.99720, 45.20398], [-10.02051, -14.45878, 39.90380], [-8.75937, -14.13321, 42.12361], [-9.71072, -12.97796, 43.90783], [-13.16303, -12.00604, 41.45040], [-12.20586, -13.25802, 39.66964], [-14.69497, -10.29140, 32.04101], [-13.39429, -10.58262, 31.78151], [-13.13083, -11.68451, 30.95080], [-14.13961, -12.57215, 30.58158], [-15.45347, -12.30216, 30.89793], [-15.74859, -11.05607, 31.51281], [-13.86035, -13.90894, 29.94567], [-14.76693, -14.71764, 29.82433], [-12.66509, -14.18324, 29.72830], [-14.89925, -9.39545, 32.60841], [-12.65791, -9.86944, 32.12138], [-12.13473, -11.95549, 30.63336], [-16.27052, -12.96905, 30.66530], [-16.75219, -10.82064, 31.83492], [-8.12392, -18.05434, 40.79950], [-8.53455, -17.40200, 41.93986], [-8.71193, -18.05249, 43.11375], [-8.40488, -19.41166, 43.24849], [-8.00452, -20.08187, 42.04152], [-7.90065, -19.37703, 40.79786], [-8.45217, -20.12532, 44.56094], [-8.57681, -21.37174, 44.52575], [-8.39456, -19.51095, 45.59797], [-7.91038, -17.40602, 39.96255], [-8.80153, -16.36171, 41.82621], [-9.11055, -17.58017, 43.99943], [-7.80245, -21.14229, 42.07439], [-7.60163, -19.89866, 39.90071], [-4.28168, -15.58153, 35.62054], [-4.07350, -14.22783, 35.28628], [-2.86419, -13.64993, 35.64207], [-1.97169, -14.25658, 36.55663], [-2.27868, -15.55744, 36.91383], [-3.41525, -16.20279, 36.49268], [-0.83245, -13.46704, 37.16808], [0.01938, -14.12401, 37.79591], [-0.64420, -12.35366, 36.74896], [-5.13072, -16.09899, 35.19889], [-4.75292, -13.70943, 34.62592], [-2.75276, -12.63005, 35.30467], [-1.66088, -16.12311, 37.59555], [-3.67348, -17.18536, 36.85914], [-7.68586, -10.86625, 40.35144], [-8.40761, -10.96913, 39.16560], [-7.80647, -10.44544, 38.01444], [-6.54942, -9.83760, 38.08776], [-5.84956, -9.70182, 39.27730], [-6.38708, -10.32367, 40.41030], [-5.84004, -9.37720, 36.85518], [-4.68210, -9.07954, 36.84370], [-6.57854, -9.22440, 35.85465], [-8.23528, -11.22908, 41.20752], [-9.32219, -11.54100, 39.11159], [-8.27999, -10.43946, 37.04379], [-4.85156, -9.29141, 39.32167], [-5.88829, -10.15632, 41.35349], [-10.15066, -11.26721, 33.04249], [-8.87880, -11.81564, 32.87916], [-8.24021, -12.39734, 33.92792], [-8.92625, -12.57962, 35.15357], [-10.23324, -12.08832, 35.28789], [-10.85862, -11.41557, 34.21489], [-8.27425, -13.37805, 36.27003], [-7.09722, -13.68022, 36.14070], [-8.95928, -13.70884, 37.23229], [-10.58410, -10.64885, 32.27036], [-8.43548, -11.67384, 31.90460], [-7.29259, -12.81043, 33.61527], [-10.77750, -12.13670, 36.21947], [-11.88566, -11.09193, 34.29759], [-8.06168, -15.68114, 31.51039], [-7.90703, -15.78491, 32.87215], [-8.94247, -15.60777, 33.70209], [-10.20562, -15.25233, 33.21559], [-10.39160, -15.24826, 31.80850], [-9.33947, -15.45680, 30.91541], [-11.29468, -14.78901, 34.08876], [-12.24452, -14.16007, 33.60747], [-11.15991, -15.30632, 35.21488], [-7.17406, -15.84861, 30.91836], [-6.94294, -15.90522, 33.34380], [-8.66501, -15.82637, 34.72269], [-11.39678, -15.08057, 31.45089], [-9.42521, -15.37924, 29.84163], [-13.80259, -19.68389, 42.93724], [-12.55300, -19.11647, 42.98572], [-12.13305, -18.41998, 41.88091], [-12.85695, -18.34776, 40.73675], [-14.11365, -18.94010, 40.70562], [-14.59711, -19.58426, 41.80256], [-12.35033, -17.62116, 39.52135], [-12.89436, -17.95444, 38.48987], [-11.43910, -16.75760, 39.57666], [-14.18971, -20.15009, 43.83121], [-11.94135, -19.04375, 43.87284], [-11.19061, -17.89820, 41.95793], [-14.68449, -18.95455, 39.78892], [-15.51601, -20.15174, 41.80539], [-0.41652, -12.35484, 31.83563], [-0.73267, -13.49024, 32.48453], [-1.98950, -14.08579, 32.32620], [-2.91789, -13.53865, 31.42812], [-2.56966, -12.35889, 30.77870], [-1.35506, -11.72975, 30.98845], [-4.23621, -14.25256, 31.21067], [-5.13728, -13.63464, 30.60946], [-4.35782, -15.37006, 31.68577], [0.57198, -11.95558, 32.00840], [-0.03266, -13.95106, 33.16572], [-2.24506, -14.90230, 32.98529], [-3.27604, -11.88600, 30.11253], [-1.07885, -10.91522, 30.33526], [-16.85228, -12.38676, 35.06309], [-15.51880, -12.66517, 34.75790], [-14.41997, -12.21785, 35.58113], [-14.75932, -11.55999, 36.73449], [-16.09240, -11.30029, 37.11908], [-17.12088, -11.65753, 36.27565], [-13.63848, -11.05092, 37.68431], [-14.02604, -10.87868, 38.85100], [-12.55588, -10.68870, 37.23435], [-17.65285, -12.56944, 34.36159], [-15.26627, -13.18640, 33.84633], [-13.38677, -12.45319, 35.37253], [-16.29820, -10.75932, 38.03090], [-18.11981, -11.48907, 36.65003]], "e_tot_ha": -6980.78699, "multiplicity": 1, "total_charge": 0, "e_homo_ev": -8.7, "orbital_gap_ev": 7.61}

---

Entry 2:
{"formula": "C14H26CuNOP", "method": "the ωB97M-V functional and the def2-TZVPD basis", "symbols": ["C", "C", "C", "C", "C", "C", "C", "C", "N", "Cu", "C", "P", "H", "H", "H", "H", "H", "H", "H", "H", "C", "C", "H", "C", "C", "H", "H", "H", "H", "H", "H", "H", "H", "H", "H", "H", "H", "H", "H", "C", "O", "H", "H", "H"], "positions_angstrom": [[-2.27637, -4.15148, -0.38300], [-1.55334, -3.65237, -1.46648], [-0.73101, -2.50962, -1.31119], [-0.59711, -1.95151, -0.03884], [-1.45628, -2.32876, 0.98878], [-2.25351, -3.47920, 0.83448], [0.09533, -2.00327, -2.46753], [-0.31826, -0.70929, -3.25844], [-1.27199, 0.21669, -2.72638], [0.95854, -0.95687, 0.39720], [-1.51093, -1.56655, 2.29707], [-1.65031, 0.24587, 2.14520], [-1.59850, -4.14884, -2.44134], [-2.86142, -3.82642, 1.67029], [-2.86964, -5.05794, -0.49893], [-0.61082, -1.74254, 2.90873], [-2.39689, -1.88019, 2.86791], [1.13265, -1.83835, -2.11744], [0.13974, -2.80357, -3.22169], [0.60831, -0.13438, -3.42612], [-1.75907, 0.98012, 3.79636], [-3.16952, 0.57103, 1.23342], [-0.69067, -1.03129, -4.25510], [-2.65846, -0.14252, -2.61709], [-0.96673, 1.62103, -2.82770], [-0.54440, 0.82602, 1.45245], [-3.21829, 0.05278, -3.55263], [-2.74210, -1.20673, -2.35211], [-3.11290, 0.47225, -1.82255], [-1.22379, 2.04600, -3.81560], [-1.53216, 2.17563, -2.06714], [0.10876, 1.76741, -2.65182], [-4.00611, 0.68566, 1.93656], [-3.04290, 1.49713, 0.65886], [-3.37475, -0.24553, 0.53156], [-2.67743, 0.66625, 4.31705], [-0.88310, 0.69799, 4.39982], [-1.75699, 2.07574, 3.70166], [0.91284, 1.27710, 0.95537], [2.86922, 1.27803, 0.37420], [1.49755, 0.86034, 0.28290], [2.98404, 2.11196, -0.33320], [3.50603, 0.44128, 0.06542], [3.12687, 1.57168, 1.40404]], "e_tot_ha": -2660.67062, "multiplicity": 2, "total_charge": 0, "s_squared": 0.75, "e_homo_ev": [-3.5, -7.3], "orbital_gap_ev": [4.16, 7.67]}